DFT (ωB97M-V/def2-TZVPD) results for C50H48FN5O4Ru as an isolated structure.

```
109
Properties=species:S:1:pos:R:3:mulliken_charge:R:1
Ru 0.00 -0.31 0.02 0.05
C 0.16 0.87 -4.14 -1.00
C 0.04 0.09 -2.98 -0.53
N 0.34 0.57 -1.80 0.84
C 0.80 1.85 -1.67 -0.42
C 0.99 2.67 -2.78 1.40
C 0.62 2.15 -4.04 -1.01
C 1.57 3.96 -2.59 -1.02
C 1.97 4.31 -1.34 -0.96
C 1.77 3.48 -0.21 -0.82
C 1.11 2.28 -0.34 -0.77
N 0.76 1.38 0.64 2.59
C 0.88 1.56 2.04 -0.71
C 0.93 2.76 2.73 -0.82
C 0.97 2.76 4.12 -1.21
C 0.94 1.58 4.83 -0.99
C 0.88 0.34 4.16 1.51
C 0.79 -0.93 4.82 -1.49
C 0.76 -2.09 4.05 -0.90
C 0.77 -2.01 2.67 -0.47
N 0.81 -0.82 2.01 1.02
C 0.87 0.35 2.75 -0.19
H -0.13 0.45 -5.10 0.46
H -0.32 -0.94 -3.00 0.67
H 0.72 2.77 -4.92 0.43
H 1.69 4.62 -3.44 0.36
H 2.45 5.27 -1.19 0.35
H 2.13 3.80 0.75 0.74
H 0.85 3.70 2.20 0.34
H 0.98 3.71 4.65 0.38
H 0.96 1.58 5.92 0.40
H 0.75 -0.97 5.90 0.35
H 0.71 -3.07 4.52 0.44
H 0.78 -2.91 2.07 0.17
C -2.69 -6.81 2.31 -1.80
C -3.44 -5.70 3.05 0.57
C -3.31 -5.89 4.55 -1.01
C -4.08 -4.81 5.29 -1.20
C -3.61 -3.45 4.85 1.35
C -3.69 -2.36 5.69 -0.78
C -3.26 -1.12 5.26 0.01
F -3.35 -0.08 6.12 -0.40
C -2.73 -0.92 4.01 -0.72
C -2.63 -2.01 3.15 0.56
C -2.07 -1.80 1.81 0.11
O -1.71 -0.66 1.50 0.93
C -2.02 -2.95 0.95 -0.40
C -2.48 -4.13 1.42 -0.44
N -2.94 -4.36 2.67 0.31
C -3.06 -3.28 3.56 -1.05
C -1.56 -2.95 -0.49 0.13
O -1.88 -3.89 -1.20 -0.82
O -0.81 -1.97 -0.90 0.24
H -2.94 -7.77 2.78 0.44
H -1.61 -6.66 2.38 0.34
H -2.96 -6.88 1.26 0.51
H -4.50 -5.76 2.78 0.13
H -2.25 -5.84 4.82 0.30
H -3.68 -6.88 4.81 0.39
H -3.95 -4.91 6.37 0.44
H -5.15 -4.92 5.08 0.33
H -4.11 -2.47 6.69 0.47
H -2.39 0.05 3.68 0.62
H -2.49 -4.97 0.73 0.66
C -3.44 -0.50 -2.91 -1.41
C -4.55 -0.10 -1.93 0.32
C -4.50 -0.96 -0.68 -1.12
C -4.51 1.37 -1.58 -0.13
C -5.64 2.13 -1.88 -0.70
C -5.78 3.46 -1.51 -1.34
C -4.74 4.01 -0.78 -0.69
C -3.59 3.31 -0.46 0.07
C -2.52 4.02 0.36 0.38
C -1.29 4.32 -0.49 -0.96
C -2.15 3.25 1.64 -1.57
C -3.39 1.96 -0.90 -0.08
O -2.27 1.34 -0.64 1.30
H -3.47 -1.57 -3.14 0.50
H -2.49 -0.27 -2.44 -0.25
H -3.53 0.07 -3.84 0.40
H -5.51 -0.29 -2.43 0.69
H -3.58 -0.73 -0.13 -0.36
H -4.51 -2.03 -0.92 0.43
H -5.35 -0.74 -0.02 0.47
H -6.45 1.64 -2.42 0.32
H -6.67 4.02 -1.76 0.33
H -4.83 5.04 -0.43 0.32
H -2.95 4.98 0.67 0.80
H -0.82 3.38 -0.79 -0.31
H -0.55 4.92 0.07 0.51
H -1.57 4.87 -1.39 0.40
H -1.78 2.26 1.39 -0.23
H -3.03 3.13 2.28 0.60
H -1.39 3.79 2.21 0.41
C 3.91 0.63 0.55 -0.52
C 3.65 -0.82 0.42 0.70
C 4.54 -1.87 0.90 -1.17
C 3.96 -3.04 0.52 -0.93
C 2.73 -2.66 -0.16 0.73
C 1.79 -3.62 -0.79 -0.91
N 2.57 -1.33 -0.20 0.53
H 4.98 0.81 0.64 0.53
H 3.42 1.02 1.45 0.01
H 3.51 1.17 -0.30 -0.04
H 5.46 -1.72 1.43 0.49
H 4.32 -4.04 0.69 0.48
H 2.27 -4.58 -0.96 0.48
H 1.39 -3.23 -1.73 0.10
H 0.92 -3.78 -0.15 -0.02
```

net charge	-1
frontier orbital gap (spin up / spin down)	4.42 / 4.09	eV
energy above the lowest of the compared OMol25 structures with the same formula, charge and spin	98.9	kJ/mol
2S+1	6
LUMO level (spin up / spin down)	2.17 / 0.82	eV